No. 1
{
  "formula": "C5H8F2",
  "method": "wB97M-V/def2-TZVPD",
  "e_tot_ev": -10748.7502,
  "homo_lumo_gap_ev": 10.00,
  "mol_weight_g_mol": 106.1,
  "smiles": "C/C(F)=C(/C)CF",
  "e_above_lowest_kcal_mol": 14.4,
  "charge": 0,
  "symbols": ["C", "C", "C", "C", "C", "H", "H", "H", "H", "H", "H", "H", "H", "F", "F"],
  "xyz": [[0.820, -1.819, -0.042], [0.870, -0.343, 0.006], [-0.146, 0.567, 0.004], [0.167, 2.018, -0.170], [-1.595, 0.290, 0.338], [-0.094, -2.164, 0.386], [1.637, -2.222, 0.529], [0.941, -2.292, -1.074], [1.213, 2.191, -0.295], [-0.245, 2.688, 0.608], [-0.304, 2.464, -1.089], [-1.642, 0.176, 1.421], [-2.206, 1.173, 0.069], [2.171, 0.141, 0.089], [-2.171, -0.841, -0.240]],
  "mulliken_charge": [-1.0963, 0.5348, 0.5750, -1.3724, -0.5311, 0.3400, 0.3529, 0.2383, 0.3535, 0.3206, 0.3125, 0.2675, 0.3002, -0.3046, -0.2909]
}

***

No. 2
{
  "formula": "C50H46Cl2N3O",
  "method": "wB97M-V/def2-TZVPD",
  "e_tot_ev": -84151.5856,
  "homo_lumo_gap_ev": 2.89,
  "mol_weight_g_mol": 775.8,
  "e_above_lowest_kcal_mol": 22.9,
  "charge": 1,
  "symbols": ["Cl", "C", "C", "C", "C", "C", "C", "C", "C", "C", "C", "C", "Cl", "C", "C", "C", "C", "H", "H", "H", "H", "H", "H", "H", "H", "H", "H", "H", "C", "C", "C", "C", "C", "C", "N", "C", "C", "C", "C", "C", "C", "C", "C", "C", "C", "O", "N", "C", "C", "C", "C", "C", "C", "C", "C", "C", "N", "C", "C", "C", "C", "C", "C", "C", "C", "C", "C", "H", "H", "H", "H", "H", "H", "H", "H", "H", "H", "H", "H", "H", "H", "H", "H", "H", "H", "H", "H", "H", "H", "H", "H", "H", "H", "H", "H", "H", "H", "H", "H", "H", "H", "H"],
  "xyz": [[-5.382, 3.794, -4.303], [-3.858, 3.010, -4.324], [-3.790, 1.606, -4.340], [-2.560, 0.977, -4.221], [-1.352, 1.718, -4.093], [-0.092, 1.043, -3.867], [1.107, 1.714, -4.129], [2.357, 1.125, -4.322], [3.608, 1.838, -4.419], [4.807, 1.083, -4.484], [6.060, 1.687, -4.475], [6.141, 3.091, -4.451], [7.684, 3.841, -4.433], [4.977, 3.871, -4.444], [3.723, 3.253, -4.437], [-1.452, 3.131, -4.202], [-2.678, 3.775, -4.301], [-4.711, 1.030, -4.421], [-2.498, -0.109, -4.231], [-0.106, -0.023, -3.635], [1.077, 2.797, -4.185], [2.403, 0.045, -4.467], [4.730, -0.005, -4.522], [6.967, 1.092, -4.482], [5.069, 4.956, -4.437], [2.825, 3.870, -4.433], [-0.550, 3.742, -4.236], [-2.745, 4.859, -4.378], [-5.989, -2.824, 2.700], [-4.580, -2.294, 2.631], [-3.497, -3.175, 2.650], [-2.169, -2.719, 2.601], [-1.067, -3.717, 2.769], [-1.940, -1.349, 2.444], [-0.598, -0.862, 2.323], [0.276, -1.036, 1.271], [0.219, -2.092, 0.235], [-0.755, -2.079, -0.870], [-0.920, -3.424, -1.482], [-1.825, -1.124, -0.874], [-1.571, 0.249, -0.690], [-2.580, 1.192, -0.872], [-3.900, 0.770, -1.076], [-4.193, -0.597, -1.139], [-3.170, -1.533, -1.074], [1.071, -3.005, 0.294], [1.450, -0.527, 1.678], [2.764, -0.647, 1.141], [3.008, -0.443, -0.232], [1.954, 0.038, -1.171], [4.302, -0.664, -0.720], [5.360, -0.958, 0.142], [6.747, -1.131, -0.414], [5.103, -1.085, 1.513], [3.812, -0.935, 2.033], [3.588, -1.143, 3.492], [1.274, 0.227, 2.823], [0.050, -0.005, 3.222], [-0.530, 0.552, 4.437], [-0.168, 1.882, 4.750], [-0.846, 2.573, 5.752], [-1.820, 1.916, 6.519], [-2.071, 0.551, 6.318], [-1.413, -0.138, 5.301], [-3.004, -0.440, 2.461], [-2.809, 1.041, 2.385], [-4.318, -0.926, 2.551], [-6.706, -1.995, 2.721], [-6.222, -3.459, 1.833], [-6.143, -3.439, 3.598], [-3.683, -4.251, 2.731], [-0.144, -3.264, 3.147], [-1.381, -4.478, 3.500], [-0.838, -4.242, 1.831], [-1.660, -3.446, -2.282], [0.024, -3.834, -1.845], [-1.265, -4.096, -0.679], [-0.558, 0.552, -0.423], [-2.327, 2.257, -0.860], [-4.691, 1.512, -1.222], [-5.229, -0.931, -1.250], [-3.383, -2.602, -1.085], [2.390, 0.306, -2.136], [1.213, -0.742, -1.388], [1.423, 0.919, -0.791], [4.487, -0.588, -1.796], [7.472, -1.243, 0.400], [6.818, -2.018, -1.061], [7.034, -0.262, -1.023], [5.924, -1.334, 2.192], [4.568, -1.241, 3.969], [3.051, -0.305, 3.946], [3.024, -2.062, 3.702], [0.616, 2.362, 4.161], [-0.616, 3.625, 5.935], [-2.376, 2.463, 7.283], [-2.786, 0.025, 6.955], [-1.579, -1.206, 5.161], [-3.586, 1.483, 1.746], [-2.885, 1.509, 3.379], [-1.838, 1.304, 1.954], [-5.151, -0.215, 2.545]],
  "mulliken_charge": [-0.1722, 0.4413, -0.8265, -0.0317, 0.7498, 0.0682, 0.2573, -0.7516, 0.7218, -0.2422, -0.8038, 0.4118, -0.1624, -0.8209, -0.3837, -0.4019, -0.9536, 0.4090, 0.3318, 0.2499, -0.0136, 0.4300, 0.3782, 0.4322, 0.4164, 0.3683, 0.3049, 0.4436, -1.6210, 0.9026, -0.9012, 0.5299, -1.9194, -0.4986, 1.7961, 0.1140, 0.0477, 0.4279, -2.5039, 1.0569, 0.4547, -0.0486, -0.5469, -1.1597, -1.0125, -0.7551, 1.4936, 0.0079, 0.2043, 0.8618, -1.0574, 0.4588, -1.3635, -1.1045, 0.9130, -1.2524, -1.3588, 0.4666, 0.0396, -0.7364, -0.6597, -0.4492, -0.7056, 0.1860, 1.7530, -2.2293, -0.9165, 0.3759, 0.3378, 0.3627, 0.4799, 0.2438, 0.6484, 0.2199, 0.4874, 0.3635, 0.3859, -0.1914, 0.1170, 0.4041, 0.4679, 0.5165, -0.6423, -0.0814, 0.3860, 0.5165, 0.3614, 0.3149, 0.3080, 0.3063, 0.4501, 0.2325, 0.2625, 0.4175, 0.4027, 0.3987, 0.4131, 0.4383, 0.6135, 0.3822, 0.2337, 0.3023]
}

***

No. 3
{
  "formula": "C27H60IN3O5P2S2",
  "method": "wB97M-V/def2-TZVPD",
  "e_tot_ev": -92022.4227,
  "homo_lumo_gap_ev": 5.80,
  "mol_weight_g_mol": 759.8,
  "charge": 0,
  "symbols": ["C", "C", "P", "N", "C", "C", "S", "C", "C", "O", "O", "C", "C", "C", "O", "C", "O", "C", "S", "C", "I", "C", "C", "P", "C", "O", "H", "H", "H", "H", "H", "H", "H", "H", "H", "H", "H", "H", "H", "H", "H", "H", "H", "H", "H", "H", "H", "H", "H", "H", "H", "H", "H", "H", "H", "H", "C", "C", "N", "C", "C", "C", "C", "H", "H", "H", "H", "H", "H", "H", "H", "H", "H", "H", "H", "H", "H", "H", "C", "C", "N", "C", "C", "C", "C", "H", "H", "H", "H", "H", "H", "H", "H", "H", "H", "H", "H", "H", "H", "H"],
  "xyz": [[1.042, -1.319, 4.366], [0.817, -0.029, 3.944], [1.935, 0.903, 2.777], [1.425, 2.517, 2.321], [2.407, 3.601, 2.222], [3.692, 3.228, 1.514], [3.107, 1.562, 4.536], [2.035, 1.756, 5.990], [2.050, 0.552, 6.904], [1.197, 0.326, 7.727], [3.097, -0.327, 6.733], [4.136, -0.122, 7.674], [5.226, -1.173, 7.437], [6.278, -0.698, 6.415], [4.669, -2.368, 6.888], [4.011, -3.139, 7.775], [4.244, -3.191, 8.960], [2.937, -3.979, 7.122], [3.234, -5.740, 7.485], [3.368, -0.137, 2.050], [2.579, -1.971, 1.028], [4.371, -0.652, 3.103], [5.288, -1.801, 2.612], [0.631, 0.163, 1.120], [1.006, 1.089, -0.439], [-0.940, 0.694, 1.451], [0.916, -2.128, 3.654], [1.368, -1.599, 5.363], [-0.068, 0.507, 4.285], [0.654, 2.807, 2.911], [1.942, 4.381, 1.617], [2.632, 4.097, 3.168], [4.275, 4.124, 1.320], [3.443, 2.819, 0.537], [4.319, 2.553, 2.091], [2.473, 2.572, 6.568], [1.019, 2.049, 5.769], [3.789, -0.225, 8.701], [4.598, 0.852, 7.523], [5.762, -1.350, 8.362], [6.278, 0.378, 6.303], [7.247, -1.085, 6.710], [6.022, -1.148, 5.461], [2.948, -3.851, 6.047], [1.974, -3.699, 7.531], [1.992, -6.233, 7.583], [3.920, 0.381, 1.276], [3.859, -1.045, 3.973], [5.065, 0.136, 3.376], [5.582, -1.696, 1.574], [6.208, -1.708, 3.194], [4.892, -2.778, 2.846], [2.080, 1.244, -0.514], [0.443, 2.012, -0.514], [0.750, 0.415, -1.254], [-1.467, -0.096, 1.553], [-0.648, 1.354, -3.848], [-0.026, 0.155, -4.549], [-1.009, -0.794, -5.034], [-0.436, -2.066, -5.434], [0.536, -2.082, -6.620], [-2.021, -0.248, -5.920], [-1.552, 0.452, -7.202], [-1.323, 1.034, -3.053], [0.137, 1.964, -3.399], [-1.202, 1.991, -4.539], [0.613, -0.361, -3.828], [0.639, 0.518, -5.349], [-1.251, -2.767, -5.635], [0.085, -2.478, -4.564], [0.023, -1.955, -7.571], [1.046, -3.047, -6.662], [1.305, -1.313, -6.534], [-2.622, 0.464, -5.348], [-2.724, -1.040, -6.190], [-0.725, 1.140, -7.020], [-2.375, 1.037, -7.620], [-1.247, -0.258, -7.969], [-5.266, 2.377, -5.820], [-6.645, 2.037, -5.273], [-7.233, 0.859, -5.883], [-8.648, 0.708, -5.593], [-9.068, 0.475, -4.137], [-6.442, -0.358, -5.807], [-6.029, -0.864, -4.418], [-5.286, 2.460, -6.907], [-4.935, 3.334, -5.414], [-4.520, 1.631, -5.543], [-7.302, 2.885, -5.480], [-6.581, 1.953, -4.176], [-9.044, -0.103, -6.210], [-9.153, 1.611, -5.951], [-8.837, -0.535, -3.801], [-10.149, 0.601, -4.044], [-8.599, 1.183, -3.453], [-5.532, -0.209, -6.396], [-6.978, -1.152, -6.333], [-5.641, -0.065, -3.784], [-5.237, -1.609, -4.520], [-6.854, -1.348, -3.898]],
  "mulliken_charge": [-0.9293, -0.5685, 1.0465, -0.1426, -0.5722, -0.7746, -0.2130, -0.9074, 0.4521, -0.5931, 0.1498, -0.9725, 0.5014, -1.1281, -0.3773, 0.4533, -0.5492, -0.3690, -0.2173, -1.3200, -0.0170, 0.1355, -1.8842, 0.0070, -0.7768, -0.6383, 0.3293, 0.1162, 0.5714, 0.3142, 0.4736, 0.3224, 0.4591, 0.1831, 0.1432, 0.5497, 0.4565, 0.3332, 0.3881, 0.4343, 0.3535, 0.4052, -0.0073, 0.2330, 0.3517, 0.1404, 0.8687, 0.0184, 0.3446, 0.4364, 0.4464, 0.4748, 0.3136, 0.3197, 0.0364, 0.3723, -1.4674, -0.3962, 0.1996, -0.6793, -0.9968, -0.4216, -1.1528, 0.3014, 0.3810, 0.4261, 0.5459, 0.2308, 0.3757, 0.4087, 0.2238, 0.3984, 0.2799, 0.0156, 0.2931, 0.2962, 0.3825, 0.3202, -0.8458, -0.4252, 0.0916, -0.7185, -0.9696, -0.6705, -1.0127, 0.3370, 0.4962, -0.2579, 0.4668, 0.2515, 0.3577, 0.4234, 0.2229, 0.3965, 0.2765, 0.3547, 0.3336, 0.2313, 0.3958, 0.3224]
}